The following is a DFT calculation (wB97M-V/def2-TZVPD) of C31H30N2P2S2Sc as an isolated structure.

Geometry as ORCA input:
```
! RIJCOSX wB97M-V def2-TZVPD def2/J DEFGRID3
* xyz 1 1
H -6.52460 -1.35359 1.56581
C 2.34504 -2.31421 3.22063
H 3.42660 0.41209 2.39854
C 1.29076 -0.41234 -3.73792
C 2.53224 0.28463 -5.66371
H 3.09900 -2.58799 -0.07528
C 0.17570 1.39286 2.43333
H 3.74826 2.02993 -5.40919
H 1.21980 -1.41740 -5.62577
C 1.58034 3.02572 3.49467
H 3.26351 -3.43045 4.79659
H -7.86497 0.42690 -0.46159
C 4.06411 -3.95594 2.87243
C 1.73651 3.41936 -0.26891
H 4.04808 0.96938 -0.70006
H -8.03800 -2.48248 -0.83580
H 1.69328 3.97083 4.00998
N -2.87904 -1.52274 -1.34308
C 1.33065 -0.65470 -0.49097
C -6.95151 -0.06767 -0.12873
C 3.63583 1.94088 -0.44924
C -4.03108 -1.58514 -1.19755
C 3.22692 -3.25011 3.73062
C 4.02154 -3.72745 1.50643
C -7.28375 -1.26137 0.78464
C 1.82233 0.64295 -2.99844
H 4.75353 -4.68657 3.27463
H -5.97192 -3.64183 -1.33033
H -8.23098 -1.09116 1.29394
H -6.37276 0.67501 0.42065
H 5.52617 2.76317 0.12031
H -7.67170 -3.39227 0.61053
C 2.26998 2.18233 -0.60101
C -7.32995 -2.56313 -0.00812
H -6.85328 -0.84180 -2.16406
H 1.69177 -1.76354 3.88738
H 4.58054 4.97240 0.70768
H 3.67620 2.56580 3.55795
C 2.30657 -2.08366 1.84588
H 2.15596 5.38330 0.47204
H 0.67485 3.59996 -0.38109
H -0.80455 1.06021 2.12002
C 0.32235 2.60345 3.09180
C 3.14031 -2.78818 0.98848
N -5.30633 -1.65883 -1.03905
P 1.14352 -0.89236 1.18040
H -0.54864 3.21322 3.29280
C 2.55392 1.02499 2.58923
H 0.58324 -1.10716 -3.28415
P 1.27970 0.84126 -1.28331
C 4.46509 2.94660 0.01337
H 3.11813 2.35771 -3.05765
S -0.77660 -1.63309 1.45541
C 2.57212 4.41963 0.20952
S -0.72841 1.35307 -1.41071
C -6.17979 -0.51589 -1.37006
C 3.93161 4.18655 0.34349
H 2.81239 0.14390 -6.69900
C 2.70450 1.52430 -3.60969
C 1.29168 0.59993 2.18273
C -5.93775 -2.89915 -0.53098
Sc -0.72721 -1.05548 -0.90200
H 4.67532 -4.27586 0.84142
H -5.31274 -3.28081 0.27732
H -5.55595 0.27856 -1.77467
C 1.63871 -0.59493 -5.06159
C 3.05855 1.34088 -4.94050
C 2.69427 2.23751 3.24358
*
```

The relative energy (zero: lowest compared OMol25 entry of this formula, charge and spin) is 0.000 eV. For the total energy, the calculation gives -3548.53645 hartree. The value obtained for the HOMO energy is -0.389 hartree.

For each atom in turn, the natural (NBO) charge in e is: atom 1 (H): 0.206, atom 2 (C): -0.205, atom 3 (H): 0.228, atom 4 (C): -0.178, atom 5 (C): -0.185, atom 6 (H): 0.239, atom 7 (C): -0.184, atom 8 (H): 0.225, atom 9 (H): 0.224, atom 10 (C): -0.201, atom 11 (H): 0.224, atom 12 (H): 0.226, atom 13 (C): -0.182, atom 14 (C): -0.167, atom 15 (H): 0.221, atom 16 (H): 0.211, atom 17 (H): 0.223, atom 18 (N): -0.608, atom 19 (C): -1.585, atom 20 (C): -0.415, atom 21 (C): -0.133, atom 22 (C): 0.667, atom 23 (C): -0.194, atom 24 (C): -0.208, atom 25 (C): -0.404, atom 26 (C): -0.311, atom 27 (H): 0.225, atom 28 (H): 0.213, atom 29 (H): 0.233, atom 30 (H): 0.220, atom 31 (H): 0.225, atom 32 (H): 0.241, atom 33 (C): -0.444, atom 34 (C): -0.419, atom 35 (H): 0.209, atom 36 (H): 0.228, atom 37 (H): 0.225, atom 38 (H): 0.217, atom 39 (C): -0.345, atom 40 (H): 0.226, atom 41 (H): 0.236, atom 42 (H): 0.235, atom 43 (C): -0.201, atom 44 (C): -0.201, atom 45 (N): -0.454, atom 46 (P): 1.467, atom 47 (H): 0.222, atom 48 (C): -0.203, atom 49 (H): 0.169, atom 50 (P): 1.452, atom 51 (C): -0.218, atom 52 (H): 0.231, atom 53 (S): -0.533, atom 54 (C): -0.204, atom 55 (S): -0.557, atom 56 (C): -0.201, atom 57 (C): -0.185, atom 58 (H): 0.227, atom 59 (C): -0.210, atom 60 (C): -0.424, atom 61 (C): -0.196, atom 62 (Sc): 1.435, atom 63 (H): 0.224, atom 64 (H): 0.214, atom 65 (H): 0.230, atom 66 (C): -0.205, atom 67 (C): -0.186, atom 68 (C): -0.153